1.
The following is a quantum chemistry calculation of a molecular structure, C2H3N3O3, from the OMol25 dataset.

Each line ends with the Löwdin charge.
Positions of all 11 atoms, in Å:
C (-1.7623, 0.0619, -0.0422)  -0.500
C (1.2332, 0.3220, 0.3651)  -0.588
N (1.9368, -0.6048, -0.3752)  0.138
O (-1.8623, 1.0308, -0.9438)  0.155
N (0.0315, -0.6275, 1.4037)  0.228
N (-0.3194, -0.0818, 0.3571)  -0.018
O (-2.6213, -0.6385, 0.3888)  0.154
O (1.5535, 1.4323, 0.6662)  0.089
H (-2.7905, 1.1181, -1.2120)  0.142
H (2.9327, -0.4412, -0.3464)  0.107
H (1.6681, -1.5714, -0.2612)  0.094

2.
The following is a quantum chemistry calculation of a molecular structure, C2H3N3O3, from the OMol25 dataset.

Each line ends with the Löwdin charge.
Positions of all 11 atoms, in Å:
C (1.3824, 0.0839, -0.2470)  -0.467
C (-0.5868, 0.6537, -0.2438)  -0.392
H (2.7903, -1.0855, 0.6491)  0.278
H (-1.6779, 1.8948, 0.4499)  0.088
H (-2.3285, -0.4949, 0.3650)  0.282
N (0.7411, 1.1804, -0.3529)  0.235
N (-1.7444, 0.9758, 0.0588)  0.150
N (-0.5263, -0.7187, -0.6748)  -0.203
O (2.6413, -0.0380, 0.1907)  0.095
O (-1.3440, -1.4206, 0.1961)  -0.135
O (0.6530, -1.0309, -0.3912)  0.069

Result of the stability comparison: 1 is the most stable of them.